Record 1
14
Properties=species:S:1:pos:R:3 method="wB97M-V/def2-TZVPD" molar_mass_da=103.10 relative_energy_kj_mol=3.8 s_squared=0.755 homo_lumo_gap_ev="11.2 / 8.6" max_force_ha_per_bohr=0.057 homo_energy_ev="-10.57 / -10.38" spin_multiplicity=2
C -1.379 0.922 1.533
O -2.542 0.285 1.620
C -0.545 0.794 0.253
C 0.485 -0.357 0.390
C 1.202 -0.412 -0.915
O 0.830 -1.493 -1.722
O 2.196 0.165 -1.236
H -1.513 2.012 1.718
H -0.757 0.709 2.430
H -0.012 1.712 0.018
H -1.275 0.572 -0.505
H 1.026 -0.157 1.315
H -0.021 -1.300 0.596
H 0.149 -1.244 -2.364

Record 2
15
Properties=species:S:1:pos:R:3 method="wB97M-V/def2-TZVPD" molar_mass_da=134.07 relative_energy_kj_mol=162.9 homo_lumo_gap_ev=10.0 max_force_ha_per_bohr=0.068 homo_energy_ev=-10.33 spin_multiplicity=1
C 0.713 0.318 0.408
C -0.358 1.083 0.239
C 1.003 -0.861 -0.452
C -1.449 0.728 -0.764
O -1.663 -3.453 -0.089
O 0.486 -2.094 -0.018
O -1.815 -1.015 -0.491
P -1.090 -2.179 0.309
H 1.216 0.470 1.319
H -0.409 2.073 0.756
H 0.552 -0.853 -1.464
H 2.188 -0.852 -0.419
H -2.339 1.356 -0.480
H -1.233 0.694 -1.811
H -1.184 -1.897 1.716

Record 3
15
Properties=species:S:1:pos:R:3 method="wB97M-V/def2-TZVPD" molar_mass_da=119.10 relative_energy_kj_mol=89.0 homo_lumo_gap_ev=8.2 max_force_ha_per_bohr=0.048 charge=-1 homo_energy_ev=-4.45 spin_multiplicity=1
O -0.228 1.770 1.826
C -0.610 1.070 0.872
O -1.766 0.673 0.582
C 0.627 0.447 0.052
C 1.079 -0.825 0.745
C 0.362 -2.074 0.346
O 0.895 -3.004 -0.221
H 1.311 1.269 0.245
H 0.264 0.343 -0.967
H 2.160 -0.983 0.686
H 0.907 -0.663 1.806
H -0.737 -2.020 0.433
H -1.624 1.255 -1.409
H -1.291 0.990 -2.795
O -1.348 1.751 -2.203

Record 4
16
Properties=species:S:1:pos:R:3 method="wB97M-V/def2-TZVPD" molar_mass_da=278.02 s_squared=13.036 homo_lumo_gap_ev="9.8 / 4.4" max_force_ha_per_bohr=0.095 charge=+2 homo_energy_ev="-17.85 / -15.46" spin_multiplicity=7
O 1.205 -0.193 1.466
C 0.073 -0.430 2.045
O 0.027 -0.936 3.208
Tb -2.075 -0.258 3.670
O -1.032 0.006 1.545
C 1.298 1.099 0.592
H 1.798 1.805 1.270
H 2.020 1.055 -0.232
H 0.298 1.530 0.497
C -0.436 -0.994 -1.665
C 0.062 0.172 -2.155
O -1.669 -1.477 -1.959
H 0.248 -1.824 -1.468
H -0.601 1.033 -2.276
H 1.090 0.169 -2.517
H -2.306 -0.756 -2.022

Record 5
16
Properties=species:S:1:pos:R:3 method="wB97M-V/def2-TZVPD" molar_mass_da=170.04 relative_energy_kj_mol=498.7 s_squared=6.005 homo_lumo_gap_ev="6.7 / 8.0" max_force_ha_per_bohr=0.096 homo_energy_ev="-6.98 / -7.98" spin_multiplicity=5
O 1.086 0.185 1.768
C 0.280 -0.808 1.524
O -0.956 -0.424 1.327
V -1.212 -1.028 3.237
O 0.439 -1.987 1.876
C 1.619 0.797 0.192
H 2.103 -0.096 -0.223
H 1.453 1.652 -0.476
H 2.324 1.428 0.751
C -0.953 -0.501 -1.237
C -0.315 0.677 -1.598
O -2.302 -0.683 -1.253
H -0.456 -1.453 -1.442
H -0.769 1.598 -1.216
H 0.398 0.590 -2.420
H -2.740 0.053 -0.810

Record 6
13
Properties=species:S:1:pos:R:3 method="wB97M-V/def2-TZVPD" molar_mass_da=102.07 relative_energy_kj_mol=306.6 homo_lumo_gap_ev=8.4 smiles="C=CC=C.O=P" max_force_ha_per_bohr=0.092 homo_energy_ev=-9.42 spin_multiplicity=1
C 1.753 0.116 0.372
C 0.299 0.050 0.247
C 2.388 -0.884 -0.219
C -0.527 0.000 -0.852
O -3.858 -0.533 0.836
P -3.818 0.377 -0.308
H 2.341 0.884 0.835
H -0.309 0.167 1.236
H 1.733 -1.660 -0.668
H 3.373 -1.033 -0.150
H -1.665 -0.019 -0.878
H -0.055 -0.078 -1.898
H -3.459 -0.530 -1.602

Record 7
12
Properties=species:S:1:pos:R:3 method="wB97M-V/def2-TZVPD" molar_mass_da=86.07 relative_energy_kj_mol=652.6 homo_lumo_gap_ev="7.5 / 7.2" max_force_ha_per_bohr=0.058 homo_energy_ev="-7.96 / -8.50" spin_multiplicity=1
C -0.095 -1.241 0.062
C 1.215 -0.959 0.157
C -2.191 1.033 -1.017
C 1.750 0.477 0.215
P -1.621 -0.154 0.028
H 2.031 -1.797 0.265
H -2.507 0.684 -2.024
H 2.872 0.369 0.073
H 1.459 0.866 1.159
H 1.355 1.143 -0.657
H -2.768 -0.974 0.378
H -1.502 0.552 1.361

Record 8
12
Properties=species:S:1:pos:R:3 method="wB97M-V/def2-TZVPD" molar_mass_da=86.07 relative_energy_kj_mol=270.1 homo_lumo_gap_ev=9.5 smiles="CC1=C[C@@H]1P" max_force_ha_per_bohr=0.100 homo_energy_ev=-8.43 spin_multiplicity=1
C 0.187 -1.341 -0.018
C 0.614 -0.064 0.124
C -0.837 -0.336 0.687
C 1.695 1.004 0.004
P -2.258 0.321 -0.237
H 0.220 -2.345 -0.368
H -0.899 -0.356 1.839
H 2.651 0.589 0.389
H 1.558 1.964 0.464
H 1.954 1.262 -1.069
H -3.049 -0.721 -0.300
H -1.836 0.023 -1.515

Record 9
12
Properties=species:S:1:pos:R:3 method="wB97M-V/def2-TZVPD" molar_mass_da=56.11 relative_energy_kj_mol=151.9 homo_lumo_gap_ev=11.3 smiles="C=C.C=C" max_force_ha_per_bohr=0.054 homo_energy_ev=-9.94 spin_multiplicity=1
C 3.161 -1.190 -1.726
C 4.386 -0.632 -2.047
H 2.654 -1.016 -0.770
H 2.647 -1.807 -2.471
H 4.916 0.025 -1.347
H 4.867 -0.845 -3.008
C -3.699 0.842 2.558
C -3.866 1.022 1.241
H -3.784 -0.191 2.914
H -3.443 1.615 3.292
H -4.004 0.160 0.578
H -3.836 2.017 0.784

Record 10
12
Properties=species:S:1:pos:R:3 method="wB97M-V/def2-TZVPD" molar_mass_da=56.11 relative_energy_kj_mol=148.6 homo_lumo_gap_ev=11.4 smiles="C=C.C=C" max_force_ha_per_bohr=0.046 homo_energy_ev=-9.97 spin_multiplicity=1
C -0.138 -0.144 6.232
C 0.107 -0.129 4.881
H -0.889 0.505 6.696
H 0.377 -0.867 6.875
H -0.366 0.650 4.273
H 0.767 -0.841 4.373
C 0.305 0.702 -5.789
C -0.240 -0.435 -5.322
H -0.158 1.674 -5.587
H 1.192 0.684 -6.434
H -1.137 -0.367 -4.694
H 0.179 -1.431 -5.504

no.,DFT total energy (Eh)
1,-382.2412
2,-723.6567
3,-457.6362
4,-1281.2992
5,-1401.2992
6,-573.0785
7,-497.6781
8,-497.8237
9,-157.1261
10,-157.1274